{
  "formula": "C12H24Cl12",
  "method": "the ωB97M-V functional and the def2-TZVPD basis",
  "gap_ev": [10.08, 2.01],
  "relative_energy_ev": 1.534,
  "spin_multiplicity": 2,
  "total_charge": 1,
  "homo_energy_ev": [-12.416, -12.416],
  "lumo_energy_ev": [-2.34, -10.41],
  "species": ["Cl", "C", "C", "Cl", "H", "H", "H", "H", "Cl", "C", "C", "Cl", "H", "H", "H", "H", "Cl", "C", "C", "Cl", "H", "H", "H", "H", "Cl", "C", "C", "Cl", "H", "H", "H", "H", "Cl", "C", "C", "Cl", "H", "H", "H", "H", "Cl", "C", "C", "Cl", "H", "H", "H", "H"],
  "coordinates": [[3.56, 3.08, 4.95], [1.98, 3.65, 4.49], [2.00, 3.82, 2.93], [0.57, 4.77, 2.53], [2.02, 4.59, 5.05], [1.21, 3.05, 4.98], [1.91, 2.89, 2.37], [2.84, 4.41, 2.58], [0.49, 1.65, -1.66], [0.70, 0.79, -0.16], [0.30, -0.67, -0.33], [-1.46, -0.80, -0.48], [0.05, 1.31, 0.54], [1.71, 1.04, 0.17], [0.76, -1.31, 0.42], [0.83, -1.06, -1.20], [0.67, -3.33, 2.45], [-0.72, -4.42, 2.82], [-2.09, -3.93, 2.19], [-2.49, -2.35, 2.81], [-0.68, -4.64, 3.89], [-0.42, -5.25, 2.18], [-2.88, -4.64, 2.44], [-1.99, -3.82, 1.12], [3.81, 0.20, -1.55], [5.44, 0.14, -0.86], [6.21, 1.47, -0.48], [5.38, 2.36, 0.75], [5.93, -0.32, -1.72], [5.69, -0.56, -0.06], [6.18, 2.14, -1.34], [7.23, 1.25, -0.18], [-5.15, 1.70, -2.75], [-3.58, 2.51, -2.39], [-2.51, 2.42, -3.55], [-3.22, 3.30, -4.93], [-3.23, 2.01, -1.49], [-3.76, 3.55, -2.11], [-2.39, 1.42, -3.96], [-1.46, 2.61, -3.34], [-5.66, -3.66, -2.30], [-4.25, -2.71, -1.84], [-3.07, -3.36, -2.44], [-2.76, -4.82, -1.53], [-4.08, -2.47, -0.79], [-4.41, -1.77, -2.38], [-2.19, -2.73, -2.31], [-3.03, -3.53, -3.52]]
}

=====

{
  "formula": "C12H24Cl2LuN2O",
  "method": "the ωB97M-V functional and the def2-TZVPD basis",
  "gap_ev": 2.96,
  "relative_energy_ev": 1.768,
  "total_charge": -1,
  "homo_energy_ev": -0.686,
  "lumo_energy_ev": 2.27,
  "species": ["Lu", "Cl", "Cl", "C", "H", "H", "C", "C", "H", "C", "H", "C", "H", "H", "C", "H", "H", "C", "H", "H", "H", "H", "C", "N", "C", "C", "O", "N", "C", "C", "H", "H", "H", "H", "H", "H", "H", "H", "H", "H", "H", "H"],
  "coordinates": [[-2.63, -0.06, 0.28], [-3.32, 0.30, -2.06], [-3.43, -1.59, 2.03], [-4.05, 1.40, 0.92], [-4.36, 1.46, 1.98], [-4.50, 2.21, 0.31], [0.54, -2.18, -0.02], [-0.68, -2.07, -0.40], [0.83, -1.96, 1.02], [-1.13, -2.30, -1.83], [-1.52, -2.08, 0.35], [-0.18, -3.25, -2.57], [-2.15, -2.71, -1.85], [-1.19, -1.35, -2.37], [1.29, -2.88, -2.35], [-0.36, -4.26, -2.18], [-0.40, -3.26, -3.63], [1.65, -2.73, -0.87], [1.93, -3.64, -2.80], [1.51, -1.94, -2.86], [1.97, -3.71, -0.47], [2.55, -2.09, -0.79], [0.18, 0.36, 2.92], [0.76, 1.42, 2.10], [1.91, 2.13, 2.64], [0.24, 1.57, 0.87], [-0.81, 0.88, 0.60], [0.74, 2.33, -0.12], [1.70, 3.41, 0.03], [0.19, 2.11, -1.46], [0.67, 0.39, 3.89], [0.32, -0.62, 2.45], [-0.91, 0.52, 3.04], [2.82, 1.96, 2.05], [1.72, 3.22, 2.71], [2.08, 1.74, 3.65], [2.73, 3.04, 0.20], [1.69, 3.98, -0.90], [1.42, 4.08, 0.86], [0.38, 1.08, -1.78], [-0.90, 2.28, -1.48], [0.69, 2.80, -2.14]]
}

=====

{
  "formula": "C12H24Cl2N2SY",
  "method": "the ωB97M-V functional and the def2-TZVPD basis",
  "gap_ev": [4.30, 4.30],
  "relative_energy_ev": 0.789,
  "total_charge": -1,
  "homo_energy_ev": [-1.629, -1.628],
  "lumo_energy_ev": [2.67, 2.67],
  "species": ["Y", "Cl", "Cl", "C", "H", "H", "C", "C", "H", "C", "H", "C", "H", "H", "C", "H", "H", "C", "H", "H", "H", "H", "C", "C", "N", "C", "S", "N", "C", "C", "H", "H", "H", "H", "H", "H", "H", "H", "H", "H", "H", "H"],
  "coordinates": [[-1.84, -0.53, -1.12], [-2.70, 1.01, 0.64], [0.01, -2.28, -1.41], [-3.69, -1.74, -1.34], [-3.94, -2.67, -1.91], [-4.71, -1.27, -1.43], [1.49, 1.16, -1.83], [0.23, 1.14, -2.11], [2.06, 0.22, -1.81], [-0.66, 2.33, -1.81], [-0.23, 0.31, -2.69], [0.06, 3.68, -2.13], [-1.61, 2.31, -2.35], [-0.91, 2.36, -0.75], [1.43, 3.74, -1.48], [0.16, 3.83, -3.22], [-0.54, 4.52, -1.75], [2.26, 2.40, -1.47], [2.05, 4.51, -1.97], [1.31, 4.01, -0.42], [3.15, 2.51, -2.11], [2.60, 2.24, -0.42], [0.72, -5.52, 1.63], [1.06, -4.29, 2.44], [0.28, -3.14, 1.94], [0.21, -1.97, 2.63], [0.14, -0.48, 1.82], [0.16, -2.10, 4.00], [-0.91, -2.96, 4.58], [-0.64, -3.25, 6.04], [-0.35, -5.74, 1.68], [1.26, -6.38, 2.04], [1.01, -5.40, 0.58], [0.83, -4.43, 3.50], [2.14, -4.07, 2.37], [0.36, -2.99, 0.92], [0.21, -1.19, 4.46], [-1.88, -2.45, 4.48], [-0.94, -3.88, 4.00], [-0.75, -2.35, 6.66], [-1.37, -3.99, 6.39], [0.36, -3.67, 6.20]]
}